{"formula": "C24H37N2O13", "method": "wB97M-V/def2-TZVPD", "elements": ["C", "O", "H", "H", "H", "H", "C", "O", "C", "H", "H", "H", "H", "O", "H", "C", "O", "C", "C", "H", "H", "C", "O", "H", "H", "H", "C", "H", "O", "O", "H", "C", "C", "O", "H", "H", "C", "H", "C", "C", "C", "C", "N", "O", "O", "C", "C", "H", "C", "C", "H", "H", "H", "H", "O", "C", "H", "O", "C", "H", "H", "H", "H", "H", "H", "C", "H", "H", "C", "H", "H", "C", "N", "H", "H", "O"], "positions_angstrom": [[-25.10812, -29.13801, -11.62935], [-23.75287, -21.57632, -10.76555], [-25.32054, -22.96756, -11.15568], [-24.13173, -25.86207, -15.70986], [-27.33601, -27.15000, -12.86159], [-27.03752, -27.35351, -11.05187], [-20.86766, -18.20345, -8.52021], [-26.39866, -24.13624, -18.43983], [-29.52659, -25.07205, -16.76512], [-20.73507, -21.31283, -10.18946], [-21.90847, -18.26583, -8.20251], [-23.45642, -30.18195, -11.41409], [-24.12364, -30.22743, -13.96554], [-20.07567, -22.97292, -13.89496], [-21.74890, -28.66026, -13.55278], [-24.43704, -22.51325, -11.60415], [-21.01827, -17.48262, -9.77145], [-27.42216, -24.10924, -17.70969], [-19.78304, -16.89081, -10.28121], [-19.90909, -20.29637, -14.05642], [-22.06870, -21.46566, -7.96007], [-28.35453, -25.26650, -17.41567], [-29.47320, -21.39349, -16.45768], [-23.08480, -30.55933, -17.79096], [-24.67601, -21.86179, -12.44474], [-21.23933, -28.88158, -15.89935], [-26.99215, -27.79050, -12.04941], [-22.33086, -28.91792, -18.00288], [-30.51584, -23.54982, -15.20236], [-21.86318, -19.95691, -18.01851], [-20.50040, -17.55095, -7.72809], [-23.17743, -29.48701, -17.61875], [-22.91544, -22.21561, -9.78870], [-21.30106, -18.79624, -15.60925], [-21.74107, -30.58334, -15.83987], [-19.24326, -16.26978, -9.56633], [-29.03345, -22.52321, -16.64800], [-25.41097, -26.78152, -16.09991], [-21.43253, -20.67946, -17.16108], [-21.01532, -19.95806, -15.84243], [-21.42863, -22.15067, -17.22684], [-29.88497, -23.70322, -16.21349], [-21.19767, -20.54077, -9.73118], [-25.71764, -28.08487, -12.45825], [-24.60729, -26.68638, -15.58353], [-20.51191, -22.20815, -14.81521], [-27.79083, -22.81976, -17.34005], [-22.23617, -22.93190, -10.25088], [-20.31464, -19.72323, -8.86253], [-23.62181, -29.30622, -12.04167], [-20.25177, -20.20434, -7.88648], [-19.41985, -19.64867, -9.48050], [-23.84341, -23.33778, -11.99895], [-21.89119, -22.59368, -18.09643], [-23.34562, -29.31876, -16.24251], [-22.04121, -29.56094, -15.61029], [-27.09932, -21.99990, -17.46676], [-21.18033, -24.18277, -16.27821], [-22.13333, -29.55254, -14.04689], [-30.13128, -25.93071, -16.51318], [-21.62407, -30.43681, -13.66371], [-23.54974, -22.78470, -9.10906], [-20.19373, -16.22958, -11.04423], [-19.26946, -17.79395, -10.61087], [-24.06429, -29.16839, -18.16654], [-22.31777, -21.08112, -8.94910], [-25.22641, -29.04574, -10.54972], [-25.75844, -30.00485, -11.74673], [-21.01760, -22.86391, -16.12338], [-22.99143, -20.23066, -8.84416], [-27.53480, -28.73018, -12.15247], [-20.47826, -20.78621, -14.83263], [-23.50667, -29.59424, -13.47716], [-24.03466, -27.45679, -15.59693], [-23.06662, -28.44884, -11.66118], [-28.05398, -26.49716, -17.53891]], "atomic_forces_ev_per_a": [[-0.59, 1.38, -1.89], [0.57, -1.62, 0.53], [-0.22, 0.28, 0.32], [0.48, 1.17, -0.45], [-0.59, 0.43, 0.57], [-0.23, 0.11, 0.04], [-1.42, -1.27, -2.85], [0.49, -2.35, 0.13], [-2.37, 3.92, 0.70], [0.57, 0.32, -0.07], [-0.23, -0.61, -0.02], [1.24, -0.35, 0.22], [-0.22, 0.03, 0.73], [-0.59, 1.02, -0.70], [0.67, 0.03, -0.54], [0.25, 1.12, -0.63], [0.84, 0.86, 1.59], [0.70, 2.04, -1.67], [-2.21, -1.21, 0.24], [-0.30, 0.13, 0.57], [0.46, -0.06, 0.39], [0.16, -1.75, 0.94], [-0.37, 1.02, 0.43], [0.41, -0.14, -0.40], [-0.54, -0.52, -0.18], [-0.35, 0.26, -0.46], [-0.74, -0.19, -1.21], [0.14, -0.11, -0.03], [-2.35, 0.14, 1.70], [-0.70, 1.35, -2.33], [1.35, -0.40, 0.00], [-0.49, -0.33, -0.95], [-2.04, 1.41, 0.37], [0.12, 1.73, -0.78], [-0.01, -0.04, -0.55], [0.11, -0.24, 0.38], [1.50, -0.34, -2.06], [-1.22, 0.24, -1.00], [0.03, -1.69, 1.27], [-0.43, -2.18, 0.99], [0.67, 3.34, 0.86], [2.77, -2.95, -1.03], [-0.35, 0.98, 2.04], [3.04, -1.25, 1.58], [-0.11, 0.17, 1.05], [1.07, -0.25, -0.19], [-2.36, 0.49, 2.45], [0.53, 0.30, -0.08], [-0.99, 1.23, -0.52], [-2.73, -1.50, -0.31], [0.86, -0.20, 0.25], [0.52, 0.13, 0.84], [0.60, 0.12, 0.17], [0.11, -0.23, 0.07], [1.61, 0.97, 1.56], [-1.17, -0.51, 1.57], [0.03, -0.02, -0.36], [0.78, 1.87, 1.71], [-1.79, 0.10, 0.92], [-0.02, -0.03, 0.27], [0.74, 0.01, -0.14], [-0.32, -0.43, 0.12], [0.67, -0.31, -0.47], [0.89, 0.80, -0.58], [-0.12, 0.19, 0.30], [0.70, -0.15, -2.09], [0.38, 1.15, 0.31], [0.32, -0.74, -0.79], [-1.69, -4.00, -1.57], [-0.61, -0.47, 0.15], [-0.83, -0.05, 0.57], [0.93, -1.51, 0.36], [1.03, 1.22, -0.56], [0.59, -1.24, -0.20], [0.22, -0.04, -0.61], [2.12, -0.75, -1.00]], "e_lumo_ev": 4.73, "e_tot_ev": -55072.259, "total_charge": -3, "homo_ev": 1.620, "orbital_gap_ev": 3.11, "spin_multiplicity": 1}